Record 1
A molecular structure, C23H36BrFeIN3S2Si, computed with ωB97M-V with the def2-TZVPD basis set.

Properties
HOMO energy (spin up / spin down) ... -10.80 / -10.85 eV
Kohn-Sham gap (spin up / spin down) ... 8.30 / 7.94 eV
Total charge ... +1
⟨S²⟩ ... 6.01
2S+1 ... 5

CARTESIAN COORDINATES (ANGSTROEM)
1 Fe 0.051 -1.492 -1.171
2 C -3.673 -0.781 2.910
3 Si -3.730 -2.605 2.605
4 C -5.514 -3.131 2.553
5 C -2.821 -3.529 3.926
6 C -2.988 -3.114 0.932
7 C -3.462 -4.282 0.340
8 C -3.010 -4.726 -0.899
9 C -2.076 -3.961 -1.551
10 N -1.590 -2.835 -1.015
11 C -2.005 -2.426 0.204
12 S -1.112 -1.001 0.775
13 H -4.292 -0.572 3.788
14 H -4.085 -0.222 2.066
15 H -2.665 -0.415 3.102
16 H -6.019 -2.821 3.472
17 H -5.637 -4.213 2.468
18 H -6.032 -2.662 1.712
19 H -3.195 -3.258 4.917
20 H -1.751 -3.308 3.896
21 H -2.949 -4.608 3.805
22 H -4.210 -4.873 0.856
23 H -3.384 -5.634 -1.347
24 H -1.706 -4.231 -2.533
25 Br 5.532 -3.000 -1.088
26 C 4.582 -2.240 0.346
27 C 5.302 -1.562 1.322
28 C 4.643 -0.975 2.392
29 C 3.263 -1.070 2.502
30 C 2.532 -1.747 1.536
31 C 3.200 -2.318 0.463
32 I 2.053 -3.277 -0.997
33 H 6.379 -1.501 1.235
34 H 5.217 -0.449 3.144
35 H 2.747 -0.629 3.345
36 H 1.455 -1.833 1.624
37 C -0.615 5.190 -2.058
38 C -2.006 4.695 -2.457
39 C -2.089 3.233 -2.891
40 C -1.948 2.202 -1.784
41 N -0.595 2.144 -1.212
42 C 0.370 1.312 -1.553
43 S 0.161 0.169 -2.849
44 N 1.509 1.351 -0.842
45 C 2.831 0.904 -1.314
46 C 3.565 1.987 -2.089
47 C 3.809 3.266 -1.288
48 C 4.594 3.033 0.001
49 H -0.583 6.279 -2.033
50 H 0.144 4.854 -2.769
51 H -0.311 4.859 -1.060
52 H -2.360 5.305 -3.290
53 H -2.710 4.870 -1.637
54 H -1.336 3.026 -3.659
55 H -3.062 3.058 -3.356
56 H -2.176 1.209 -2.160
57 H -2.629 2.410 -0.958
58 H -0.375 2.839 -0.513
59 H 1.547 2.061 -0.122
60 H 2.691 0.024 -1.936
61 H 3.389 0.598 -0.430
62 H 2.999 2.213 -2.998
63 H 4.523 1.568 -2.410
64 H 2.854 3.754 -1.063
65 H 4.349 3.971 -1.921
66 H 4.016 2.480 0.749
67 H 4.889 3.976 0.461
68 H 5.504 2.460 -0.195



Record 2
2 unconnected molecules or ions with the total composition H6NS2, computed with ωB97M-V with the def2-TZVPD basis set.

Properties
HOMO energy ... -13.75 eV
Kohn-Sham gap ... 9.55 eV
Total charge ... +1

CARTESIAN COORDINATES (ANGSTROEM)
1 N -1.026 0.915 -0.570
2 H -0.802 0.088 -1.124
3 H -0.268 1.570 -0.787
4 H -1.079 0.668 0.426
5 H -1.933 1.214 -0.924
6 S 0.469 -0.835 1.494
7 S 1.999 -0.598 0.107
8 H 1.125 -1.690 2.290
9 H 1.515 -1.331 -0.912



Record 3
2 unconnected molecules or ions with the total composition C4H9NS in a non-equilibrium geometry, computed with ωB97M-V with the def2-TZVPD basis set.

Properties
HOMO energy ... -8.53 eV
Kohn-Sham gap ... 8.04 eV
Total charge ... 0
SMILES ... CC(C)=S.C=N

CARTESIAN COORDINATES (ANGSTROEM)
1 C 1.271 -1.196 -0.442
2 C -0.984 0.352 0.096
3 C -0.668 0.814 -1.201
4 C -0.188 0.901 1.190
5 N 1.454 -1.406 0.792
6 S -2.260 -0.721 0.498
7 H 1.851 -0.440 -0.827
8 H 0.572 -1.695 -1.088
9 H 0.320 1.276 -1.132
10 H -1.500 1.357 -1.669
11 H -0.659 -0.156 -1.909
12 H -0.787 1.494 1.967
13 H 0.654 1.534 0.791
14 H 0.063 0.050 1.808
15 H 0.862 -2.165 1.126



Record 4
A single C5H8N2O4S molecule in a non-equilibrium geometry, computed with ωB97M-V with the def2-TZVPD basis set.

Properties
HOMO energy ... -10.33 eV
Kohn-Sham gap ... 10.73 eV
Total charge ... 0
SMILES ... COC(=O)[C@@H]1[C@@H](N)C=NS1(=O)=O

CARTESIAN COORDINATES (ANGSTROEM)
1 C 1.151 1.801 1.157
2 C 0.127 -0.991 -0.683
3 C 0.308 1.766 -0.060
4 C -0.563 0.152 0.001
5 C -0.058 -3.147 -1.673
6 N 1.076 1.022 2.082
7 N -0.735 2.828 -0.192
8 O 1.318 -0.992 -0.820
9 O 0.216 -1.433 1.999
10 O -1.374 0.248 2.565
11 O -0.668 -1.963 -1.022
12 S -0.229 -0.129 1.812
13 H 1.853 2.643 1.276
14 H 0.929 1.754 -1.079
15 H -1.555 0.222 -0.322
16 H -0.114 -2.863 -2.671
17 H -0.680 -4.005 -1.644
18 H 0.916 -3.273 -1.382
19 H -1.578 2.688 0.399
20 H -0.339 3.672 0.259



Record 5
2 unconnected molecules or ions with the total composition C2H8NO in a non-equilibrium geometry, computed with ωB97M-V with the def2-TZVPD basis set.

Properties
HOMO energy (spin up / spin down) ... -21.93 / -22.33 eV
Kohn-Sham gap (spin up / spin down) ... 12.27 / 8.74 eV
Total charge ... +2
⟨S²⟩ ... 0.75
2S+1 ... 2

CARTESIAN COORDINATES (ANGSTROEM)
1 N 0.347 2.159 0.351
2 H 0.715 1.461 -0.293
3 H 0.717 1.824 1.244
4 H 0.703 3.089 0.099
5 H -0.671 2.252 0.331
6 C -1.015 -1.589 -0.933
7 C 0.151 -1.698 -0.201
8 O 0.502 -0.753 0.723
9 H -1.147 -2.337 -1.718
10 H -1.830 -0.903 -0.735
11 H 1.047 -2.256 -0.445
12 H 0.480 -1.247 1.578



Record 6
A molecular structure, C30H32N3O2PSV, computed with ωB97M-V with the def2-TZVPD basis set.

Properties
HOMO energy (spin up / spin down) ... -14.15 / -14.11 eV
Kohn-Sham gap (spin up / spin down) ... 8.52 / 8.40 eV
Total charge ... +2
⟨S²⟩ ... 3.76
2S+1 ... 4

CARTESIAN COORDINATES (ANGSTROEM)
1 V -0.863 0.493 -0.314
2 C 2.675 1.469 -1.092
3 P 1.612 0.605 0.108
4 C 2.328 -1.046 0.308
5 C 3.169 -1.563 -0.678
6 C 3.652 -2.861 -0.585
7 C 3.304 -3.659 0.495
8 C 2.468 -3.154 1.481
9 C 1.978 -1.862 1.386
10 C 1.844 1.563 1.637
11 C 2.384 1.071 2.821
12 C 2.461 1.887 3.941
13 C 2.016 3.198 3.890
14 C 1.503 3.708 2.704
15 C 1.414 2.892 1.590
16 H 3.715 1.450 -0.766
17 H 2.346 2.505 -1.162
18 H 2.596 1.030 -2.087
19 H 3.483 -0.957 -1.518
20 H 4.316 -3.239 -1.351
21 H 3.691 -4.665 0.573
22 H 2.202 -3.765 2.334
23 H 1.324 -1.493 2.166
24 H 2.777 0.064 2.876
25 H 2.890 1.498 4.855
26 H 2.090 3.830 4.765
27 H 1.186 4.741 2.647
28 H 1.032 3.311 0.664
29 S -1.481 -2.585 3.172
30 C -1.176 -2.074 1.582
31 N -1.169 -0.785 1.372
32 C -1.439 -0.099 2.558
33 C -1.514 1.287 2.691
34 C -1.780 1.810 3.937
35 C -1.975 0.969 5.045
36 C -1.907 -0.401 4.925
37 C -1.634 -0.929 3.661
38 H -0.976 -2.787 0.794
39 H -1.355 1.974 1.861
40 H -1.837 2.882 4.069
41 H -2.186 1.407 6.010
42 H -2.062 -1.043 5.780
43 N -0.792 -4.966 -5.015
44 C -1.318 -4.807 -3.783
45 O -1.803 -5.691 -3.113
46 C -1.225 -3.422 -3.178
47 C -0.145 -2.567 -3.352
48 C -0.101 -1.388 -2.628
49 N -1.074 -1.020 -1.789
50 C -2.141 -1.825 -1.671
51 C -2.249 -3.037 -2.314
52 H -0.869 -5.876 -5.442
53 H -0.559 -4.184 -5.601
54 H 0.684 -2.819 -3.999
55 H 0.750 -0.722 -2.705
56 H -2.928 -1.498 -0.998
57 H -3.096 -3.685 -2.143
58 C -2.210 4.168 -2.154
59 C -2.638 3.224 -3.275
60 C -2.358 1.850 -2.694
61 O -1.280 2.049 -1.712
62 C -0.979 3.477 -1.612
63 H -2.981 4.243 -1.385
64 H -1.987 5.171 -2.511
65 H -2.039 3.390 -4.170
66 H -3.686 3.337 -3.545
67 H -2.001 1.123 -3.421
68 H -3.218 1.439 -2.157
69 H -0.091 3.668 -2.216
70 H -0.768 3.693 -0.565